1.
This record from the OMol25 dataset describes a gas-phase ion, C5H7ClN4O2 (charge +2) in a non-equilibrium geometry. The level of theory is the ωB97M-V functional and the def2-TZVPD basis.

Last column: Löwdin charge in e.
CARTESIAN COORDINATES (ANGSTROEM)
C1 -0.9159 1.3217 -0.2068  -0.212
C2 -3.0420 0.5164 -0.6030  -0.518
C3 -2.5625 -1.5014 -1.4930  0.136
C4 1.1607 1.0430 1.1886  0.042
C5 -1.4086 -1.2188 -0.5856  0.001
N1 -1.7260 2.3804 -0.7549  0.186
N2 -1.6020 0.1837 -0.2427  0.102
N3 -2.8270 1.9806 -1.0056  0.229
N4 0.2510 1.7635 0.2466  0.124
O1 -3.8520 0.5575 0.3406  -0.294
O2 -3.3622 -0.5354 -1.6236  0.248
Cl1 -4.3313 -0.7122 1.5008  0.868
H1 -2.6827 -2.4071 -2.0002  0.176
H2 1.7979 0.3428 0.6160  0.120
H3 0.5404 0.7367 1.9584  0.079
H4 1.8598 1.8821 1.4739  0.136
H5 -1.5169 -1.8282 0.4222  0.214
H6 -0.4975 -1.4840 -1.0807  0.161
H7 0.4500 2.7659 0.0180  0.203

Properties
HOMO level = -0.6995 Ha
Energy above the lowest of the compared OMol25 structures with the same formula, charge and spin = 0.762 eV
Orbital gap = 8.73 eV
Total charge = +2
LUMO level = -10.3 eV

2.
This record from the OMol25 dataset describes a gas-phase ion, C5H7ClN5 (charge +1) in a non-equilibrium geometry. The level of theory is the ωB97M-V functional and the def2-TZVPD basis.

Last column: Löwdin charge in e.
CARTESIAN COORDINATES (ANGSTROEM)
C1 2.0195 1.5698 1.3098  -0.217
C2 0.0869 -1.3783 0.3434  -0.536
C3 -0.8962 -1.4124 -0.6039  -0.338
C4 1.4759 0.2731 1.4530  -0.038
C5 -0.1964 1.9406 -0.1876  -0.044
N1 2.4459 2.6612 1.1852  0.196
N2 0.3449 -0.0645 0.6564  -0.056
N3 -1.4061 -0.1783 -0.6145  0.165
N4 -0.7839 0.7314 0.2497  -0.031
N5 -1.1898 -2.4647 -1.3330  0.217
Cl1 1.5030 -2.3409 0.6105  0.815
H1 1.7973 -0.4996 2.1387  0.093
H2 -0.8945 2.6626 -0.5905  0.112
H3 0.1131 2.4787 0.6193  0.048
H4 0.5580 1.7209 -1.0342  0.155
H5 -2.2618 0.1299 -0.9713  0.169
H6 -0.6403 -3.3154 -1.3857  0.138
H7 -2.0754 -2.5141 -1.8454  0.150

Properties
HOMO level (alpha / beta) = -0.4657 / -0.4538 Ha
Energy above the lowest of the compared OMol25 structures with the same formula, charge and spin = 4.829 eV
Orbital gap (alpha / beta) = 7.33 / 7.09 eV
Total charge = +1
LUMO level (alpha / beta) = -5.3 / -5.3 eV

3.
This record from the OMol25 dataset describes a gas-phase ion, C5H7ClN5 (charge +1) in a non-equilibrium geometry. The level of theory is the ωB97M-V functional and the def2-TZVPD basis.

Last column: Löwdin charge in e.
CARTESIAN COORDINATES (ANGSTROEM)
C1 1.8281 0.5178 -0.1066  -0.232
C2 0.2001 -0.5803 1.8205  -0.159
C3 0.8459 -1.6575 -0.2316  -0.723
C4 1.3814 -0.6209 -0.8078  -0.155
C5 -0.9764 0.5914 -0.1330  -0.396
N1 1.9581 1.5336 0.4301  0.187
N2 0.6784 -1.5373 1.1644  0.087
N3 -0.5677 0.4192 1.2215  0.113
N4 -0.7543 1.7376 -0.7510  0.231
N5 -1.6630 -0.3660 -0.7463  0.240
Cl1 0.3693 -3.1683 -0.9845  0.739
H1 0.4615 -0.4890 2.9116  0.174
H2 1.7664 -0.6095 -1.8850  0.161
H3 -0.3815 1.2831 1.7678  0.169
H4 -0.9685 1.9699 -1.7722  0.202
H5 -0.1259 2.3023 -0.2244  0.094
H6 -1.8582 -1.1444 -0.1280  0.140
H7 -2.1937 -0.1817 -1.5455  0.128

Properties
HOMO level = -0.4937 Ha
Energy above the lowest of the compared OMol25 structures with the same formula, charge and spin = 1.222 eV
Orbital gap = 9.17 eV
Total charge = +1
LUMO level = -4.3 eV